[1]
C13H37I2NO9P2 | wB97M-V/def2-TZVPD

Last column: Löwdin charge in e.
Cartesian coordinates (Å):
C 0.88 -3.76 2.81  -0.072
C -0.41 -3.95 1.99  -0.126
C -0.71 -2.74 1.16  -0.493
O -0.09 -2.40 0.19  0.102
O -1.74 -2.02 1.65  -0.028
C -2.08 -0.82 0.92  -0.208
C -1.07 0.30 1.09  -0.371
P -0.59 0.96 2.77  0.766
C 1.17 0.36 2.79  -0.989
I 1.81 -0.20 4.75  0.918
C 2.13 1.36 2.06  -0.800
C 3.39 1.80 2.79  -0.269
I 1.17 3.22 1.41  0.863
P -1.79 0.05 4.39  0.272
N -1.53 0.83 5.69  -0.204
O -3.28 0.17 3.78  -0.198
O -1.60 -1.54 4.55  -0.214
H 1.45 -4.69 2.85  0.080
H 1.53 -2.99 2.38  0.070
H 0.66 -3.48 3.84  0.061
H -1.26 -4.16 2.65  0.119
H -0.33 -4.80 1.31  0.126
H -3.07 -0.52 1.26  0.115
H -2.15 -1.06 -0.14  0.113
H -0.15 0.02 0.57  0.072
H -1.46 1.17 0.56  0.059
H 1.20 -0.54 2.19  0.015
H 2.41 0.89 1.12  0.061
H 3.15 2.37 3.70  0.054
H 4.00 0.93 3.04  0.056
H 3.98 2.44 2.13  0.061
H -2.33 1.35 6.04  -0.013
H -3.66 -0.71 3.63  0.072
H -1.09 -1.92 3.82  0.019
C 3.48 2.49 -1.59  -0.182
O 4.05 1.33 -1.01  -0.140
H 3.20 3.15 -0.78  0.003
H 4.17 2.99 -2.27  0.080
H 2.56 2.24 -2.14  0.068
H 4.24 0.73 -1.74  0.051
C -4.39 0.28 -2.33  -0.122
O -3.29 0.72 -1.53  -0.142
H -4.18 -0.74 -2.64  0.085
H -5.32 0.29 -1.76  0.083
H -4.51 0.90 -3.21  0.075
H -3.48 1.62 -1.24  0.085
C -1.94 3.64 -3.32  -0.154
O -2.62 2.56 -3.94  -0.130
H -1.90 4.45 -4.05  0.078
H -2.46 4.01 -2.43  0.074
H -0.92 3.37 -3.04  0.076
H -2.66 1.84 -3.30  0.023
C 0.21 -1.97 -3.17  -0.152
O 1.39 -1.69 -2.44  -0.132
H 0.47 -1.95 -4.23  0.071
H -0.18 -2.97 -2.93  0.083
H -0.57 -1.23 -2.99  0.084
H 1.16 -1.71 -1.51  0.061
C 2.19 0.04 -4.60  -0.142
O 3.07 -0.08 -3.49  -0.148
H 2.21 1.08 -4.92  0.083
H 2.49 -0.60 -5.43  0.085
H 1.16 -0.22 -4.31  0.043
H 3.06 -0.99 -3.19  0.062

Properties
Maximum force   0.017 Eh/bohr
Total charge   0
Electronic energy   -2527.49023 Eh
HOMO-LUMO gap   8.25 eV
Spin multiplicity   1

[2]
C13H37N7O8V | wB97M-V/def2-TZVPD

Last column: Mulliken spin population.
Cartesian coordinates (Å):
O -4.42 9.66 12.84  -0.220
V -2.86 9.54 12.69  1.158
C 0.88 8.34 13.32  0.000
C 0.57 9.53 12.44  0.001
O -0.78 9.83 12.45  -0.003
H 0.20 7.52 13.08  -0.001
H 0.73 8.64 14.35  0.000
H 1.86 7.87 13.20  0.000
H 0.88 9.32 11.40  0.000
H 1.17 10.41 12.72  0.000
C -2.77 5.83 10.48  0.003
C -2.57 6.20 11.97  -0.004
O -3.12 7.41 12.26  0.030
H -2.54 6.71 9.88  0.000
H -3.78 5.45 10.32  0.000
H -2.10 5.01 10.19  0.000
H -1.49 6.10 12.20  0.000
H -2.97 5.35 12.56  0.007
C -3.08 13.02 13.38  0.002
O -2.97 11.90 12.91  0.009
N -2.07 13.66 14.02  0.001
N -4.25 13.72 13.25  0.001
H -1.18 13.20 13.91  0.000
H -2.21 14.42 14.65  0.000
H -4.41 14.63 13.62  0.000
H -4.99 13.35 12.69  0.000
C -2.50 9.92 9.44  0.002
O -3.14 10.13 10.48  -0.002
N -1.18 9.63 9.46  0.000
N -3.12 9.81 8.23  0.000
H -0.74 9.32 8.62  0.000
H -0.72 9.56 10.36  0.002
H -2.64 9.70 7.36  0.000
H -4.12 9.86 8.21  0.000
C -2.09 9.96 15.89  0.005
O -2.58 9.66 14.80  0.007
N -0.96 9.39 16.35  0.003
N -2.67 10.89 16.71  0.002
H -0.59 9.74 17.22  0.000
H -0.49 8.73 15.77  -0.001
H -2.30 11.03 17.62  0.000
H -3.62 11.10 16.49  0.000
C -5.70 7.70 15.43  -0.001
O -5.20 6.54 16.05  0.000
C -3.96 6.10 15.51  0.001
C -3.37 5.10 16.50  -0.001
N -3.99 3.78 16.60  0.000
C -4.74 3.37 15.42  0.000
C -5.42 2.06 15.63  0.000
O -4.45 1.02 15.67  0.000
C -5.03 -0.24 15.89  0.000
H -6.55 8.15 15.93  0.000
H -5.93 7.45 14.39  0.000
H -4.92 8.47 15.42  0.000
H -3.29 6.96 15.40  0.002
H -4.14 5.73 14.49  0.000
H -3.32 5.58 17.47  0.000
H -2.33 4.95 16.17  0.000
H -4.60 3.75 17.41  0.000
H -4.06 3.22 14.58  0.000
H -5.51 4.10 15.15  0.000
H -6.16 1.84 14.84  0.000
H -5.95 2.03 16.60  0.000
H -4.28 -1.02 16.03  0.000
H -5.69 -0.54 15.07  0.000
H -5.54 -0.19 16.86  0.000

Properties
Maximum force   0.041 Eh/bohr
Total charge   0
Expectation value of S²   0.7761
Electronic energy   -2446.80424 Eh
HOMO-LUMO gap (spin up / spin down)   7.33 / 7.40 eV
Spin multiplicity   2

[3]
C13H38B2N3O9 | wB97M-V/def2-TZVPD

Last column: Löwdin charge in e.
Cartesian coordinates (Å):
N 4.16 -1.30 -1.34  0.253
B 3.44 -1.21 -2.53  -0.650
O 3.53 -2.03 -3.60  0.231
N 2.43 -0.06 -2.78  -0.046
N 3.22 1.16 -2.75  0.146
C 1.25 -0.07 -1.85  0.024
B 0.14 -1.15 -2.26  -0.630
O -0.37 -1.12 -3.52  0.203
O -0.28 -2.07 -1.36  0.205
H 3.84 -0.82 -0.52  0.097
H 4.43 -2.24 -1.08  0.114
H 4.28 -2.62 -3.54  0.133
H 2.12 -0.15 -3.75  0.184
H 2.66 1.92 -3.11  0.113
H 3.40 1.37 -1.77  0.111
H 1.63 -0.28 -0.85  0.118
H 0.85 0.94 -1.85  0.132
H -0.31 -1.95 -4.00  0.132
H -0.28 -1.77 -0.44  0.119
C -4.77 -3.28 1.74  -0.106
O -3.88 -4.29 1.31  -0.186
C -2.86 -3.87 0.43  -0.203
C -1.49 -4.36 0.85  -0.187
O -0.97 -3.82 2.05  -0.128
C -1.56 -4.17 3.29  -0.178
C -1.35 -5.60 3.74  -0.201
O -2.06 -6.52 2.93  -0.190
C -1.33 -7.65 2.51  -0.109
H -5.58 -3.13 1.02  0.089
H -5.20 -3.60 2.68  0.091
H -4.25 -2.33 1.90  0.086
H -2.84 -2.77 0.36  0.116
H -3.07 -4.27 -0.57  0.132
H -0.79 -4.03 0.08  0.103
H -1.46 -5.46 0.85  0.118
H -2.61 -3.90 3.33  0.115
H -1.04 -3.54 4.02  0.128
H -1.72 -5.68 4.77  0.131
H -0.28 -5.83 3.75  0.123
H -0.28 -7.41 2.33  0.085
H -1.77 -8.01 1.59  0.088
H -1.38 -8.45 3.26  0.090
C 1.71 4.91 2.48  -0.114
O 0.69 4.72 1.52  -0.203
C -0.37 5.67 1.57  -0.192
C -0.70 6.26 0.22  -0.181
O 0.30 7.08 -0.36  -0.109
C 1.50 6.51 -0.84  -0.186
C 1.37 5.65 -2.07  -0.193
O 0.67 4.44 -1.82  -0.215
C -0.33 4.13 -2.77  -0.118
H 1.45 4.44 3.43  0.089
H 2.62 4.45 2.10  0.083
H 1.90 5.97 2.65  0.090
H -0.12 6.48 2.26  0.126
H -1.27 5.16 1.94  0.128
H -1.55 6.93 0.38  0.133
H -1.03 5.48 -0.48  0.112
H 2.04 5.98 -0.05  0.114
H 2.11 7.37 -1.12  0.134
H 2.39 5.41 -2.41  0.123
H 0.88 6.22 -2.87  0.126
H -0.81 5.03 -3.17  0.093
H -1.09 3.52 -2.28  0.086
H 0.09 3.56 -3.61  0.078

Properties
Maximum force   0.024 Eh/bohr
Total charge   +1
Electronic energy   -1409.06945 Eh
HOMO-LUMO gap   7.97 eV
Spin multiplicity   1

[4]
C13H38Cl2N6O2P2 | wB97M-V/def2-TZVPD

Last column: Löwdin charge in e.
Cartesian coordinates (Å):
C -11.20 2.38 5.77  -0.941
Cl -9.82 3.28 5.07  0.496
Cl -11.75 1.13 4.56  0.484
H -10.97 1.83 6.74  0.044
H -12.02 3.06 5.89  0.015
O -16.44 3.43 4.17  -0.293
P -16.36 2.53 3.01  0.532
N -14.78 2.24 2.55  -0.339
C -13.88 3.29 2.68  -0.164
C -14.53 1.46 1.38  -0.125
N -17.22 3.36 1.83  -0.282
C -17.58 2.79 0.52  -0.131
C -17.65 4.78 1.90  -0.093
N -16.85 0.93 2.94  -0.312
C -16.08 -0.17 3.45  -0.147
C -18.23 0.69 3.30  -0.121
H -14.20 3.88 3.53  0.071
H -13.80 3.98 1.79  0.107
H -12.90 2.91 2.91  0.025
H -13.45 1.27 1.48  0.094
H -14.71 2.07 0.47  0.093
H -15.10 0.57 1.32  0.055
H -18.60 3.05 0.25  0.068
H -16.97 3.24 -0.33  0.096
H -17.55 1.72 0.55  0.059
H -18.74 4.86 1.82  0.080
H -17.27 5.28 2.78  0.072
H -17.19 5.29 1.07  0.070
H -16.39 -0.46 4.44  0.057
H -16.16 -1.05 2.81  0.093
H -14.98 0.06 3.59  0.092
H -18.37 -0.37 3.10  0.084
H -18.92 1.40 2.80  0.083
H -18.45 0.87 4.41  0.110
O -16.49 -1.58 7.25  -0.277
P -15.06 -1.72 7.56  0.425
N -14.36 -2.47 6.27  -0.304
C -15.17 -3.11 5.23  -0.106
C -12.98 -2.88 6.39  -0.120
N -14.75 -2.51 8.94  -0.301
C -15.35 -1.96 10.14  -0.095
C -14.86 -3.93 8.88  -0.132
N -14.37 -0.25 7.79  -0.274
C -13.00 -0.01 8.20  -0.139
C -14.82 0.79 6.81  -0.073
H -16.20 -2.71 5.24  0.069
H -15.24 -4.23 5.34  0.090
H -14.69 -2.97 4.26  0.073
H -12.36 -2.78 5.47  0.093
H -12.93 -3.99 6.71  0.100
H -12.55 -2.20 7.14  0.054
H -14.85 -1.02 10.45  0.090
H -16.40 -1.81 9.89  0.086
H -15.36 -2.73 10.89  0.075
H -14.13 -4.40 9.53  0.085
H -15.79 -4.43 9.11  0.091
H -14.69 -4.29 7.88  0.055
H -13.06 0.96 8.72  0.092
H -12.56 -0.74 8.93  0.096
H -12.34 0.04 7.33  0.040
H -14.76 1.78 7.21  0.082
H -15.81 0.56 6.52  0.052
H -14.24 0.69 5.90  0.038

Properties
Maximum force   0.046 Eh/bohr
Total charge   0
Electronic energy   -2600.28899 Eh
HOMO-LUMO gap   9.04 eV
Spin multiplicity   1
SMILES string   CN(C)P(=O)(N(C)C)N(C)C.CN(C)P(=O)(N(C)C)N(C)C.ClCCl